44
Properties=species:S:1:pos:R:3 method="wB97M-V/def2-TZVPD" charge=0 homo_energy_ev="-6.73 / -8.45" spin_multiplicity=5 s_squared=6.02 relative_energy_kj_mol=113.51 total_energy_ev=-27257.3037
C 0.704 -1.817 2.689
C -0.500 -2.233 2.039
C -0.296 -2.146 0.624
H -1.431 -2.545 2.502
C 1.049 -1.628 0.399
C 1.658 -1.449 1.698
H 2.670 -1.091 1.874
H 0.860 -1.801 3.763
H -1.004 -2.452 -0.130
H 1.543 -1.497 -0.559
C -0.751 2.066 1.018
C -0.262 2.019 2.364
C 1.116 1.643 2.333
H -0.851 2.228 3.253
C 1.500 1.452 0.960
C 0.353 1.750 0.146
H 0.386 1.826 -0.931
H -1.775 2.262 0.709
H 1.758 1.511 3.205
H 2.479 1.193 0.562
Rh -0.008 -0.051 1.218
O -0.847 -0.029 -1.059
C -1.943 -0.633 -1.767
C -0.588 -0.913 -2.340
H -2.430 -1.472 -1.264
H -2.545 0.102 -2.299
H -0.171 -1.901 -2.135
H 1.016 -1.844 -4.268
C 0.664 -0.829 -4.484
C -0.104 -0.171 -3.502
C -0.522 1.161 -3.716
H -1.083 1.678 -2.934
C -0.236 1.778 -4.935
H -0.554 2.808 -5.103
C 0.441 1.084 -5.944
H 0.604 1.546 -6.917
C 0.914 -0.213 -5.701
H 1.468 -0.751 -6.467
B -0.381 -0.105 6.340
C -0.884 -0.104 4.870
N -1.262 -0.114 3.760
H -1.187 0.488 7.048
H 0.704 0.455 6.376
H -0.274 -1.266 6.707

---

49
Properties=species:S:1:pos:R:3 method="wB97M-V/def2-TZVPD" charge=0 homo_energy_ev=-7.23 relative_energy_kj_mol=16.96 total_energy_ev=-63007.5464
Ba -0.078 0.399 0.704
I 3.132 -0.501 1.230
C 2.542 -2.010 2.563
C 3.500 -2.374 3.461
C 3.241 -3.469 4.323
C 2.073 -4.156 4.205
C 1.089 -3.782 3.248
C -0.088 -4.561 3.080
C -1.021 -4.191 2.166
C -0.868 -2.985 1.423
C 0.250 -2.175 1.491
C 1.265 -2.647 2.412
H 4.446 -1.853 3.507
H 3.991 -3.763 5.049
H 1.884 -5.011 4.846
H -0.221 -5.457 3.678
H -1.903 -4.808 2.024
H -1.696 -2.722 0.758
Cl -2.169 -0.634 -2.040
C -0.933 -1.593 -2.876
Cl 0.724 -1.161 -2.430
H -1.057 -1.422 -3.936
H -1.098 -2.628 -2.612
C 0.699 5.345 -2.960
N 0.942 4.230 -2.043
C 1.781 4.410 -0.859
C 0.380 3.023 -2.213
C -0.496 2.736 -3.402
O 0.571 2.118 -1.391
H 1.289 6.191 -2.619
H -0.348 5.646 -2.967
H 1.009 5.112 -3.977
H 2.203 5.410 -0.893
H 2.588 3.680 -0.844
H 1.208 4.297 0.060
H -0.557 3.521 -4.150
H -1.499 2.512 -3.035
H -0.108 1.826 -3.861
O 0.119 1.864 3.791
C -1.039 2.009 3.433
C -2.146 2.748 4.179
C -3.344 2.683 3.227
C -2.823 1.904 2.022
O -3.442 1.651 0.999
N -1.516 1.519 2.234
H -1.809 3.759 4.406
H -2.313 2.250 5.134
H -3.702 3.657 2.894
H -4.207 2.158 3.637

---

47
Properties=species:S:1:pos:R:3 method="wB97M-V/def2-TZVPD" charge=+1 homo_energy_ev=-11.59 relative_energy_kj_mol=0.00 total_energy_ev=-45278.0177
Bi 0.337 0.305 -0.887
C -1.770 0.921 -3.749
C -2.218 -0.366 -3.127
C -2.846 -1.338 -3.904
C -3.269 -2.509 -3.313
C -3.115 -2.668 -1.943
C -2.506 -1.657 -1.221
N -2.022 -0.550 -1.815
C -2.414 -1.727 0.270
C -3.321 -2.472 1.013
C -3.218 -2.452 2.394
C -2.231 -1.687 2.990
C -1.366 -0.963 2.177
N -1.466 -0.995 0.849
C -0.306 -0.096 2.763
C 0.332 -0.460 3.935
C 1.300 0.389 4.457
C 1.582 1.567 3.797
C 0.900 1.865 2.616
C 1.154 3.157 1.893
N -0.016 1.044 2.105
H -2.467 1.222 -4.530
H -0.777 0.803 -4.180
H -1.725 1.714 -3.004
H -2.989 -1.160 -4.961
H -3.733 -3.288 -3.903
H -3.456 -3.567 -1.452
H -4.113 -3.026 0.532
H -3.921 -3.007 3.001
H -2.156 -1.622 4.066
H 0.098 -1.396 4.422
H 1.824 0.128 5.367
H 2.323 2.256 4.179
H 2.218 3.386 1.859
H 0.652 3.979 2.408
H 0.764 3.112 0.877
O 0.972 0.093 -2.665
C 4.885 2.104 -0.611
S 3.410 1.565 -1.459
C 4.073 0.129 -2.281
O 2.539 1.026 -0.308
H 5.244 1.290 0.018
H 4.614 2.965 -0.005
H 5.632 2.392 -1.348
H 4.498 -0.538 -1.531
H 4.833 0.460 -2.988
H 3.235 -0.328 -2.801

---

49
Properties=species:S:1:pos:R:3 method="wB97M-V/def2-TZVPD" charge=+1 homo_energy_ev="-10.55 / -10.56" relative_energy_kj_mol=224.51 total_energy_ev=-114019.4218
Pd -0.127 0.582 -0.124
Br 1.562 0.268 -2.137
C 0.146 -0.540 -3.176
C 0.319 -0.623 -4.521
C -0.668 -1.267 -5.294
C -1.745 -1.844 -4.685
C -1.914 -1.785 -3.282
C -2.993 -2.424 -2.630
C -3.147 -2.339 -1.277
C -2.257 -1.560 -0.507
C -1.209 -0.933 -1.105
C -0.970 -1.064 -2.492
H 1.200 -0.216 -4.998
H -0.552 -1.309 -6.368
H -2.490 -2.363 -5.275
H -3.700 -2.986 -3.227
H -3.964 -2.850 -0.785
H -2.444 -1.449 0.555
N 3.361 0.955 1.373
C 2.018 1.537 1.732
P 1.179 -0.042 2.317
O 2.038 -0.438 3.475
O 1.064 -1.017 1.183
C -0.492 0.201 3.105
N -0.604 -1.115 3.831
H 3.244 0.339 0.561
H 3.640 0.349 2.165
H 4.085 1.644 1.180
H 1.584 2.052 0.877
H 2.141 2.227 2.564
H -1.306 0.339 2.404
H -0.476 1.011 3.831
H 0.310 -1.273 4.296
H -0.707 -1.863 3.141
H -1.369 -1.159 4.500
O -0.286 2.788 -0.314
C -1.247 2.820 0.509
O -1.851 1.754 0.839
C -1.597 4.104 1.179
C -2.513 4.107 2.230
C -2.793 5.282 2.906
C -2.163 6.463 2.533
C -1.255 6.464 1.484
C -0.968 5.288 0.810
H -3.010 3.183 2.495
H -3.510 5.280 3.717
H -2.385 7.382 3.060
H -0.771 7.384 1.184
H -0.265 5.275 -0.013

---

46
Properties=species:S:1:pos:R:3 method="wB97M-V/def2-TZVPD" charge=+2 homo_energy_ev="-14.52 / -14.51" spin_multiplicity=4 s_squared=3.76 total_energy_ev=-70934.1093
Nd 1.483 0.185 2.018
Cl 3.167 -1.437 2.854
P -0.090 0.036 -0.312
C -0.721 1.579 -1.000
C -1.913 1.589 -1.754
C -2.399 2.796 -2.268
C -1.696 3.986 -2.042
C -0.543 3.988 -1.252
C -0.053 2.788 -0.728
C 1.648 -0.171 -0.959
C 2.369 -1.341 -0.596
C 3.670 -1.533 -1.095
C 4.228 -0.594 -1.956
C 3.515 0.551 -2.319
C 2.219 0.746 -1.842
C -0.942 -1.329 -1.159
C -1.605 -2.248 -0.329
C -2.336 -3.288 -0.903
C -2.440 -3.399 -2.295
C -1.757 -2.500 -3.126
C -0.992 -1.467 -2.560
H 1.870 -2.127 0.006
H 4.244 -2.424 -0.818
H 5.231 -0.779 -2.378
H 3.970 1.273 -3.009
H 1.633 1.615 -2.133
H -2.416 0.648 -1.972
H -3.311 2.810 -2.875
H -2.038 4.933 -2.484
H -0.013 4.925 -1.077
H 0.893 2.789 -0.173
H -1.556 -2.107 0.760
H -2.854 -4.025 -0.283
H -3.056 -4.204 -2.709
H -1.834 -2.605 -4.209
H -0.492 -0.738 -3.212
H -3.380 1.339 1.626
H -3.477 0.616 1.486
N 0.365 -1.199 6.314
C 0.150 -0.186 5.463
N 0.431 1.066 5.913
S -0.393 -0.429 3.804
H 0.506 -1.033 7.315
H 0.281 -2.155 6.019
H 0.104 1.832 5.330
H 0.331 1.231 6.919

---

48
Properties=species:S:1:pos:R:3 method="wB97M-V/def2-TZVPD" charge=0 homo_energy_ev=-7.90 smiles="COc1cc(CCC(=O)NNC(=O)c2cccc(Cl)c2)cc(OC)c1OC" relative_energy_kj_mol=1806.11 total_energy_ev=-45765.4127
C -1.006 -2.285 1.409
O -0.258 -0.949 1.457
C 0.924 -0.871 1.061
C 1.405 0.226 1.326
C 2.597 0.716 1.181
C 3.088 2.193 1.349
C 3.153 3.070 0.306
C 2.122 2.711 -1.042
O 2.397 1.948 -1.840
N 0.880 2.665 -0.386
N -0.167 2.279 -0.929
C -1.294 1.764 0.066
O -1.297 2.346 1.089
C -2.157 0.878 -0.575
C -1.772 -0.032 -1.386
C -2.773 -1.267 -1.772
C -4.040 -1.312 -1.265
C -4.328 -0.153 -0.315
Cl -6.060 -0.046 0.445
C -3.476 0.752 -0.096
C 3.363 -0.185 0.555
C 2.945 -1.265 -0.148
O 3.667 -2.174 -0.926
C 4.835 -1.761 -1.208
C 1.609 -1.671 0.227
O 1.196 -2.942 -0.158
C 1.760 -3.866 0.313
H -1.903 -2.151 1.733
H -1.050 -2.682 0.318
H -0.414 -3.220 1.922
H 0.882 0.971 2.046
H 4.001 2.264 2.063
H 2.437 2.785 2.194
H 4.121 2.712 -0.340
H 3.002 4.146 0.268
H 0.563 3.132 0.586
H -0.071 1.633 -1.460
H -0.787 -0.290 -1.998
H -2.465 -1.960 -2.203
H -4.758 -1.893 -1.501
H -3.616 1.467 0.907
H 4.414 0.307 0.230
H 5.692 -1.740 -0.498
H 4.750 -0.864 -1.832
H 5.338 -2.426 -2.055
H 1.135 -4.802 -0.204
H 1.855 -4.300 1.276
H 2.863 -4.030 -0.044

---

42
Properties=species:S:1:pos:R:3 method="wB97M-V/def2-TZVPD" charge=+1 homo_energy_ev=-12.09 relative_energy_kj_mol=59.36 total_energy_ev=-25470.4171
C -2.609 -0.445 1.645
C -1.212 -0.398 2.252
C -0.107 -0.172 1.208
C 1.281 -0.136 1.828
C 2.011 -1.444 1.986
C 1.827 1.011 2.278
H -3.346 -0.534 2.448
H -2.825 0.465 1.073
H -2.716 -1.309 0.980
H -1.150 0.404 3.001
H -1.012 -1.337 2.789
H -0.155 -0.992 0.477
H -0.316 0.771 0.681
H 1.390 -2.291 1.672
H 2.933 -1.437 1.386
H 2.315 -1.615 3.030
H 2.808 1.001 2.752
H 1.348 1.968 2.072
F 2.111 -1.409 8.659
C 2.029 -0.412 7.724
C 0.908 -0.353 6.897
C 0.878 0.614 5.905
C 1.954 1.541 5.699
C 1.820 2.478 4.629
C 2.498 3.718 4.410
C 1.902 4.648 3.494
C 2.501 5.852 3.158
C 3.722 6.167 3.753
F 4.369 7.313 3.372
C 4.333 5.339 4.688
C 3.720 4.134 5.015
C 3.057 1.428 6.595
C 3.094 0.472 7.605
H 0.091 -1.061 7.024
H -0.012 0.709 5.279
H 0.906 2.359 4.048
H 0.924 4.407 3.076
H 2.047 6.529 2.437
H 5.281 5.619 5.143
H 4.194 3.525 5.771
H 3.896 2.106 6.521
H 3.952 0.406 8.272

---

56
Properties=species:S:1:pos:R:3 method="wB97M-V/def2-TZVPD" charge=0 homo_energy_ev=-7.77 relative_energy_kj_mol=12.94 total_energy_ev=-60246.0327
C 0.502 2.156 4.873
N -0.080 1.328 3.825
C -0.933 0.236 4.245
C -0.249 1.788 2.545
N -0.980 1.046 1.757
C -1.868 1.435 0.720
C -2.957 0.379 0.604
C -4.251 0.688 1.034
C -5.246 -0.294 1.009
C -4.954 -1.593 0.555
C -3.642 -1.900 0.157
C -2.642 -0.918 0.180
N 0.474 2.938 2.256
C 1.920 2.878 2.412
C 0.055 3.837 1.202
H 0.461 3.220 4.610
H -0.055 1.999 5.805
H 1.547 1.878 5.066
H -1.455 -0.125 3.351
H -0.344 -0.573 4.682
H -1.648 0.577 5.005
H -2.361 2.411 0.858
H -1.330 1.461 -0.237
H -4.443 1.689 1.433
H -6.252 -0.043 1.348
H -5.752 -2.339 0.486
H -3.393 -2.914 -0.170
H -1.603 -1.157 -0.071
H 2.216 2.050 3.056
H 2.408 2.772 1.432
H 2.244 3.829 2.848
H -1.018 4.045 1.284
H 0.603 4.778 1.335
H 0.294 3.422 0.213
O 1.817 -1.813 -3.672
S 1.980 -0.489 -3.103
O 2.251 -0.270 -1.698
C 3.402 0.329 -4.091
F 4.490 -0.447 -3.928
F 3.106 0.409 -5.410
F 3.661 1.569 -3.622
C 0.483 0.454 -3.473
C -0.179 1.205 -2.461
C -1.092 2.170 -2.933
N -1.382 3.427 -2.387
O -1.223 3.944 -1.292
O -1.872 4.212 -3.445
N -1.940 3.501 -4.617
C -1.446 2.274 -4.300
C -0.980 1.270 -5.222
N -1.453 1.142 -6.580
O -2.405 1.845 -6.975
O -0.879 0.298 -7.309
C 0.039 0.412 -4.798
H 0.070 1.085 -1.410
H 0.472 -0.295 -5.498

---

49
Properties=species:S:1:pos:R:3 method="wB97M-V/def2-TZVPD" charge=0 homo_energy_ev=-8.46 smiles="CCn1c(SC)nnc1[C@H](Cc1ccccc1)NS(=O)(=O)c1ccc(F)cc1" total_energy_ev=-54486.9378
C -2.865 -1.999 1.452
C -1.365 -2.202 1.646
N -0.620 -1.613 0.568
C -0.206 -2.219 -0.580
S -0.576 -3.864 -0.969
C 0.413 -3.999 -2.482
N 0.473 -1.390 -1.328
N 0.521 -0.219 -0.673
C -0.123 -0.349 0.453
C -0.264 0.725 1.473
C -0.369 2.089 0.766
C -1.658 2.144 -0.005
C -1.685 1.870 -1.365
C -2.885 1.861 -2.054
C -4.072 2.126 -1.391
C -4.053 2.403 -0.035
C -2.853 2.411 0.654
N 0.857 0.646 2.393
S 2.213 -0.282 2.144
O 3.062 0.051 3.248
O 1.803 -1.644 1.978
C 2.996 0.282 0.635
C 3.366 -0.649 -0.315
C 3.967 -0.224 -1.486
C 4.186 1.132 -1.661
F 4.767 1.556 -2.798
C 3.838 2.070 -0.704
C 3.235 1.630 0.462
H -3.106 -0.940 1.381
H -3.193 -2.488 0.538
H -3.405 -2.428 2.291
H -1.127 -3.269 1.665
H -1.016 -1.755 2.580
H 1.464 -3.933 -2.221
H 0.139 -3.187 -3.147
H 0.184 -4.964 -2.922
H -1.186 0.557 2.052
H -0.345 2.877 1.523
H 0.482 2.200 0.093
H -0.760 1.649 -1.877
H -2.894 1.645 -3.112
H -5.008 2.119 -1.929
H -4.975 2.615 0.488
H -2.843 2.630 1.712
H 1.070 1.496 2.888
H 3.164 -1.691 -0.129
H 4.257 -0.920 -2.257
H 4.036 3.116 -0.879
H 2.959 2.328 1.237

---

48
Properties=species:S:1:pos:R:3 method="wB97M-V/def2-TZVPD" charge=+3 homo_energy_ev=-18.02 total_energy_ev=-92731.9288
Ga -0.751 -0.609 -0.342
C -0.049 3.263 -1.949
C 1.340 3.268 -1.985
C 2.047 2.160 -1.532
C 1.350 1.070 -1.049
N -0.001 1.075 -1.027
C -0.690 2.142 -1.462
C 1.983 -0.178 -0.541
C 3.347 -0.396 -0.492
C 3.819 -1.618 -0.033
C 2.922 -2.596 0.375
C 1.573 -2.316 0.319
N 1.122 -1.136 -0.133
H -0.625 4.108 -2.295
H 1.874 4.128 -2.366
H 3.126 2.158 -1.565
H -1.772 2.077 -1.418
H 4.042 0.366 -0.814
H 4.884 -1.807 0.003
H 3.260 -3.558 0.730
H 0.829 -3.037 0.635
N -4.212 0.850 2.100
C -2.966 0.544 1.797
S -2.789 -0.714 0.590
N -1.962 1.213 2.344
C -0.602 0.780 2.500
C -0.321 -0.486 3.006
C 0.997 -0.811 3.309
C 2.012 0.111 3.106
C 1.717 1.372 2.596
C 0.409 1.715 2.295
H -4.988 0.416 1.619
H -4.442 1.502 2.840
H -2.197 2.069 2.839
H -1.122 -1.170 3.265
H 1.215 -1.771 3.757
H 3.028 -0.132 3.387
H 2.502 2.105 2.470
H 0.169 2.708 1.936
C -2.589 -1.127 -3.601
C -1.890 -2.135 -2.756
N -2.007 -3.407 -3.027
O -1.171 -1.771 -1.761
H -2.911 -1.538 -4.554
H -1.933 -0.276 -3.775
H -3.472 -0.777 -3.061
H -2.548 -3.722 -3.822
H -1.554 -4.111 -2.458